i) C6H7NO3 in the gas phase, computed with ωB97M-V/def2-TZVPD.

## Properties
Kohn-Sham gap = 8.923 eV

```
! wB97M-V def2-TZVPD RIJCOSX def2/J DEFGRID3
* xyz 0 1
C 1.225 -0.363 0.030
C 0.701 -1.537 0.501
C 0.902 1.860 -0.638
C -1.117 -0.281 0.390
C 1.183 -2.920 0.807
C -1.379 2.671 -0.887
N 0.376 0.621 -0.065
O -2.200 0.182 0.353
O -0.661 -1.428 0.677
O 0.075 2.764 -1.024
H 2.305 -0.154 -0.045
H 1.525 -2.876 1.828
H 2.088 -3.172 0.202
H 0.271 -3.466 0.621
H -1.800 3.673 -1.404
H -1.804 2.580 0.130
H -1.691 1.846 -1.477
*
```

***

ii) A molecular structure, C6H7NO3, computed with ωB97M-V/def2-TZVPD.

## Properties
Kohn-Sham gap = 10.040 eV

```
! wB97M-V def2-TZVPD RIJCOSX def2/J DEFGRID3
* xyz 0 1
O 2.435 -0.301 -0.454
C 1.207 0.262 -0.782
C 0.342 -0.434 -1.895
C 0.148 -1.602 -0.866
C 0.011 -0.323 0.024
C -0.277 -0.270 1.491
N -0.525 0.943 2.010
C -0.830 0.168 -1.158
O -1.891 0.684 -1.357
H 3.097 -0.018 -1.091
H 1.269 1.359 -0.842
H 0.541 -0.494 -2.967
H -0.742 -2.230 -0.977
H 1.050 -2.187 -0.667
O -0.648 -1.277 2.100
H 0.192 1.653 1.954
H -1.358 0.966 2.639
*
```

***

Most stable: ii)

***

i) A molecular structure, C2H4ClNO2, computed with ωB97M-V/def2-TZVPD.

## Properties
Kohn-Sham gap = 10.240 eV

```
! wB97M-V def2-TZVPD RIJCOSX def2/J DEFGRID3
* xyz 0 1
C 0.788 -0.564 0.425
C -0.685 -0.215 -0.789
N -0.910 0.967 -1.016
O 1.387 0.688 0.274
O 0.214 -0.746 1.656
Cl -1.409 -1.565 -1.422
H 1.723 -1.313 0.332
H -0.214 0.116 1.807
H -1.593 1.237 -1.746
H 0.700 1.395 0.478
*
```

***

ii) C2H4ClNO2 in the gas phase, computed with ωB97M-V/def2-TZVPD.

## Properties
structure (SMILES) = CC(=O)N(O)Cl
Kohn-Sham gap = 9.846 eV

```
! wB97M-V def2-TZVPD RIJCOSX def2/J DEFGRID3
* xyz 0 1
C 0.325 0.653 -0.252
C -1.201 0.802 -0.074
O -1.665 1.877 0.007
N -1.988 -0.347 -0.044
O -1.399 -1.549 -0.257
Cl -3.754 0.014 -0.009
H 0.763 0.230 0.656
H 0.407 -0.021 -1.125
H 0.505 1.742 -0.503
H -1.253 -1.866 0.656
*
```

***

Most stable: i)

***

i) 2 unconnected molecules or ions with the total composition C8H9NO, computed with ωB97M-V/def2-TZVPD.

## Properties
structure (SMILES) = COc1ccccn1.C#C
Kohn-Sham gap = 9.787 eV

```
! wB97M-V def2-TZVPD RIJCOSX def2/J DEFGRID3
* xyz 0 1
C -0.212 -1.254 -2.236
O 0.775 -0.771 -1.356
C 0.486 -0.745 -0.037
C 1.152 0.108 0.808
C 0.679 0.341 2.078
C -0.385 -0.377 2.562
C -0.999 -1.239 1.645
N -0.554 -1.405 0.428
H -0.137 -0.555 -3.136
H -1.184 -1.306 -1.769
H -0.033 -2.354 -2.525
H 1.871 0.834 0.443
H 1.168 1.227 2.490
H -0.648 0.067 3.484
H -1.909 -1.746 1.845
C 0.523 2.228 -0.948
C -0.513 2.581 -0.507
H 1.089 1.510 -1.602
H -1.243 3.172 -0.022
*
```

***

ii) C8H9NO in the gas phase, computed with ωB97M-V/def2-TZVPD.

## Properties
structure (SMILES) = C[N+]([O-])=c1cccccc1
Kohn-Sham gap = 8.602 eV

```
! wB97M-V def2-TZVPD RIJCOSX def2/J DEFGRID3
* xyz 0 1
C 0.743 -0.578 -2.580
N 0.348 -1.255 -1.266
O -0.058 -2.422 -1.377
C 0.455 -0.580 -0.158
C 0.131 -1.122 1.117
C -0.767 -0.681 1.967
C -1.509 0.503 1.808
C -1.210 1.562 1.079
C 0.109 1.704 0.442
C 0.856 0.808 -0.134
H 0.936 -1.265 -3.381
H 1.800 -0.061 -2.258
H 0.054 0.126 -2.985
H 0.820 -1.931 1.399
H -0.911 -1.304 2.900
H -2.515 0.600 2.275
H -1.838 2.365 1.182
H 0.606 2.573 0.445
H 1.950 0.956 -0.474
*
```

***

iii) C8H9NO in the gas phase, computed with ωB97M-V/def2-TZVPD.

## Properties
structure (SMILES) = CC(=O)Nc1ccccc1
Kohn-Sham gap = 10.158 eV

```
! wB97M-V def2-TZVPD RIJCOSX def2/J DEFGRID3
* xyz 0 1
C -1.928 -0.907 1.232
C -2.200 -0.002 0.001
O -3.355 0.297 -0.376
N -1.164 0.495 -0.687
C 0.241 0.270 -0.329
C 0.836 -0.992 -0.653
C 2.247 -1.138 -0.450
C 2.993 -0.190 0.250
C 2.329 1.007 0.483
C 0.939 1.248 0.174
H -3.029 -1.086 1.679
H -1.224 -1.656 1.001
H -1.540 -0.227 2.141
H -1.393 1.197 -1.411
H -0.024 -1.595 -1.201
H 2.521 -2.099 -0.488
H 3.813 -0.302 0.589
H 2.740 1.918 0.966
H 0.386 2.231 0.298
*
```

***

Most stable: iii)

***

i) C22H31N3O3S in the gas phase, computed with ωB97M-V/def2-TZVPD.

## Properties
structure (SMILES) = C[C@@H]1CCCC[C@@H]1NC(=O)CCn1ccc2cc(S(=O)(=O)N3CCCC3)ccc21
Kohn-Sham gap = 8.722 eV

```
! wB97M-V def2-TZVPD RIJCOSX def2/J DEFGRID3
* xyz 0 1
C 2.182 3.540 -1.117
C 1.833 4.318 -2.384
C 0.825 5.431 -2.092
C 0.489 6.213 -3.358
C -0.067 5.284 -4.433
C 0.928 4.167 -4.740
C 1.310 3.377 -3.484
N 0.193 2.580 -3.021
C 0.263 1.247 -2.855
O 1.243 0.586 -3.125
C -1.010 0.636 -2.266
C -1.000 -0.890 -2.418
N -1.694 -1.545 -1.346
C -2.962 -2.054 -1.392
C -3.329 -2.537 -0.174
C -2.233 -2.311 0.703
C -1.995 -2.567 2.053
C -0.782 -2.185 2.572
S -0.476 -2.533 4.295
O 0.815 -2.011 4.664
O -1.606 -2.126 5.081
N -0.486 -4.224 4.253
C 0.753 -4.773 3.716
C 1.451 -5.523 4.868
C 0.686 -5.072 6.113
C -0.715 -4.835 5.552
C 0.209 -1.567 1.811
C 0.003 -1.305 0.474
C -1.222 -1.680 -0.073
H 2.857 2.720 -1.349
H 2.664 4.192 -0.393
H 1.287 3.125 -0.658
H 2.747 4.779 -2.771
H 1.244 6.106 -1.343
H -0.088 5.005 -1.668
H -0.237 6.996 -3.130
H 1.394 6.696 -3.734
H -0.269 5.850 -5.344
H -1.015 4.859 -4.096
H 1.836 4.603 -5.161
H 0.510 3.483 -5.481
H 2.091 2.651 -3.735
H -0.640 3.074 -2.746
H -1.027 0.885 -1.201
H -1.891 1.079 -2.731
H 0.046 -1.218 -2.429
H -1.457 -1.181 -3.366
H -3.515 -2.041 -2.313
H -4.262 -2.998 0.080
H -2.725 -3.037 2.690
H 1.363 -3.949 3.343
H 0.515 -5.438 2.882
H 1.345 -6.600 4.731
H 2.509 -5.280 4.922
H 0.704 -5.809 6.913
H 1.088 -4.127 6.480
H -1.329 -4.164 6.150
H -1.245 -5.781 5.401
H 1.129 -1.295 2.303
H 0.765 -0.829 -0.124
*
```

***

ii) C22H31N3O3S in the gas phase, computed with ωB97M-V/def2-TZVPD.

## Properties
structure (SMILES) = COc1ccc(C(=O)NCc2nc(C)c(C)s2)cc1OC1CCN(C(C)C)CC1
Kohn-Sham gap = 8.650 eV

```
! wB97M-V def2-TZVPD RIJCOSX def2/J DEFGRID3
* xyz 0 1
C 1.286 3.103 -3.761
O 1.312 2.725 -2.408
C 0.583 1.645 -2.021
C -0.190 0.862 -2.862
C -0.890 -0.231 -2.373
C -0.827 -0.547 -1.027
C -1.567 -1.684 -0.420
O -1.963 -1.679 0.730
N -1.742 -2.756 -1.238
C -2.549 -3.885 -0.855
C -3.720 -4.057 -1.759
N -4.376 -5.143 -1.931
C -5.404 -5.004 -2.810
C -6.277 -6.172 -3.121
C -5.535 -3.756 -3.348
C -6.546 -3.292 -4.335
S -4.311 -2.704 -2.708
C -0.072 0.253 -0.167
C 0.640 1.339 -0.638
O 1.400 2.180 0.103
C 1.535 1.973 1.502
C 2.545 0.869 1.822
C 2.746 0.796 3.343
N 3.167 2.035 3.948
C 4.590 2.293 4.075
C 5.263 3.034 2.912
C 4.849 3.046 5.385
C 2.287 3.126 3.604
C 2.027 3.290 2.097
H 1.928 3.980 -3.833
H 0.275 3.369 -4.087
H 1.680 2.313 -4.409
H -0.261 1.097 -3.912
H -1.510 -0.797 -3.053
H -1.384 -2.729 -2.179
H -1.966 -4.813 -0.848
H -2.888 -3.682 0.169
H -7.311 -5.957 -2.856
H -5.933 -7.032 -2.555
H -6.242 -6.404 -4.185
H -7.550 -3.377 -3.919
H -6.504 -3.904 -5.237
H -6.368 -2.255 -4.607
H -0.074 -0.014 0.878
H 0.559 1.723 1.942
H 2.193 -0.095 1.450
H 3.486 1.100 1.321
H 1.786 0.519 3.800
H 3.469 0.016 3.585
H 5.063 1.307 4.165
H 4.873 4.045 2.819
H 6.333 3.100 3.099
H 5.115 2.510 1.972
H 5.915 3.070 5.599
H 4.490 4.070 5.326
H 4.337 2.548 6.203
H 1.325 2.936 4.097
H 2.691 4.053 4.010
H 1.277 4.066 1.936
H 2.934 3.585 1.571
*
```

***

Most stable: i)

***

i) 2 unconnected molecules or ions with the total composition C2H9N2O, computed with ωB97M-V/def2-TZVPD.

## Properties
Kohn-Sham gap (spin up / spin down) = 5.610 / 11.150 eV

```
! wB97M-V def2-TZVPD RIJCOSX def2/J DEFGRID3
* xyz 0 2
N -2.363 -0.676 -1.002
C -1.165 -0.037 -0.388
O -0.511 -0.716 0.768
H -2.057 -1.642 -1.186
H -3.146 -0.726 -0.331
H -0.445 0.022 -1.180
H -1.356 1.033 -0.088
H -1.305 -0.904 1.266
C 2.649 0.783 -0.154
N 1.649 0.726 0.665
H 2.860 -0.152 -0.673
H 3.366 1.633 -0.106
H 1.444 1.569 1.180
H 0.824 0.067 0.589
*
```

***

ii) 2 unconnected molecules or ions with the total composition C2H9N2O, computed with ωB97M-V/def2-TZVPD.

## Properties
Kohn-Sham gap (spin up / spin down) = 4.838 / 9.594 eV

```
! wB97M-V def2-TZVPD RIJCOSX def2/J DEFGRID3
* xyz 0 2
C 0.203 -1.857 -0.675
N 0.655 -0.435 -0.794
C 0.982 0.297 0.258
N 1.487 1.553 0.247
H 0.880 -2.408 -1.314
H 0.139 -2.283 0.349
H -0.936 -2.026 -0.948
H 1.146 0.001 -1.654
H 0.968 -0.236 1.189
H 1.133 2.149 -0.522
H 1.323 2.002 1.101
H -3.356 1.054 0.791
H -2.859 -0.222 1.398
O -2.568 0.437 0.742
*
```

***

Most stable: i)